Record 1
13
Properties=species:S:1:pos:R:3 method="wB97M-V/def2-TZVPD" orbital_gap_ev=8.69 relative_energy_kj_mol=514.69
O 1.231 1.864 1.204
C 0.880 0.883 0.570
C 1.574 -0.253 0.078
O 0.820 -1.274 -0.481
C -0.469 -0.889 -0.661
C -1.291 -0.416 0.451
C -0.518 0.726 -0.180
H 2.572 -0.570 0.356
H 0.551 0.732 -0.930
H -0.917 -1.289 -1.566
H -1.004 -0.667 1.469
H -2.360 -0.426 0.254
H -1.071 1.579 -0.565

---

Record 2
77
Properties=species:S:1:pos:R:3 method="wB97M-V/def2-TZVPD" charge=+1 orbital_gap_ev="4.93 / 4.11" spin_multiplicity=6 relative_energy_kj_mol=261.85
Ru -0.902 1.287 -1.933
C -0.313 -2.865 2.209
C 1.051 -2.992 1.865
C 0.808 -1.049 3.069
C -0.471 -1.645 2.913
C 1.752 -1.877 2.408
C -1.368 -3.869 1.972
H -1.173 -4.426 1.055
H -2.355 -3.409 1.904
H -1.401 -4.597 2.791
C -1.720 -1.146 3.524
H -2.612 -1.385 2.917
H -1.670 -0.053 3.641
H -1.894 -1.574 4.531
C 1.067 0.145 3.895
H 1.002 -0.099 4.962
H 0.318 0.917 3.712
H 2.048 0.582 3.715
C 3.221 -1.718 2.418
H 3.667 -2.216 3.293
H 3.508 -0.663 2.462
H 3.682 -2.163 1.530
C 1.649 -4.158 1.193
H 1.818 -4.983 1.903
H 2.619 -3.908 0.754
H 0.994 -4.549 0.406
C -1.903 1.144 -3.614
C -2.161 -0.333 -3.354
C -1.237 -1.302 -4.069
C 0.196 -1.141 -3.539
C 0.378 -0.062 -2.482
C 0.837 1.253 -2.929
C 0.534 1.724 -4.320
C -0.977 1.614 -4.686
H -1.256 -1.162 -5.151
H 0.838 -0.952 -4.406
H -1.597 -2.321 -3.882
H -1.072 1.019 -5.596
H -2.854 1.660 -3.658
H -3.225 -0.532 -3.551
H -1.313 2.626 -4.930
H 0.820 2.784 -4.348
H 1.817 1.568 -2.543
H 1.138 1.192 -5.066
H 0.493 -2.084 -3.069
H 0.807 -0.440 -1.543
P -2.008 -0.745 -1.526
P 1.887 1.741 0.842
C -0.041 2.970 -1.018
C 1.340 3.080 -0.361
H -0.883 3.150 -0.321
H -0.116 3.727 -1.825
H 2.130 3.110 -1.132
H 1.379 4.012 0.235
C 2.981 2.711 1.937
H 3.495 2.005 2.609
H 2.369 3.402 2.537
H 3.712 3.261 1.329
C 3.144 0.873 -0.186
H 3.316 1.382 -1.141
H 2.791 -0.144 -0.387
H 4.071 0.801 0.391
C -3.363 0.047 -0.665
H -3.718 -0.543 0.187
H -4.177 0.214 -1.389
H -2.965 1.013 -0.288
C -1.433 -2.312 -0.860
H -0.790 -2.037 -0.014
H -0.833 -2.948 -1.530
H -2.278 -2.917 -0.495
F -2.818 3.261 0.781
C -2.198 2.397 1.623
F -3.139 1.519 2.057
C -1.521 3.108 2.765
F -2.242 4.184 3.155
F -1.424 2.259 3.832
F -0.255 3.580 2.486

---

DFT total energy, respectively: -9371.7612 -62391.1170 eV.